[1]
C39H38AsBaNSTe as an isolated structure in a non-equilibrium geometry. Source: the OMol25 dataset; level of theory: the ωB97M-V functional and the def2-TZVPD basis.

Positions of all 82 atoms, in Å:
Ba1 -0.51 -0.36 -0.85
C1 -0.72 2.08 -1.99
C2 -1.95 1.46 -2.33
C3 -2.68 1.29 -1.15
C4 -1.92 1.79 -0.07
C5 -0.71 2.28 -0.60
C6 0.37 3.02 0.14
C7 -2.39 1.89 1.35
C8 -4.07 0.74 -1.02
C9 -2.37 1.10 -3.72
C10 0.39 2.43 -2.93
H1 0.63 3.93 -0.39
H2 1.29 2.42 0.26
H3 0.03 3.30 1.13
H4 -3.47 2.07 1.37
H5 -1.91 2.72 1.87
H6 -2.19 0.98 1.94
H7 -4.54 0.62 -2.00
H8 -4.70 1.42 -0.44
H9 -4.11 -0.24 -0.51
H10 -2.76 1.96 -4.27
H11 -3.15 0.33 -3.71
H12 -1.53 0.71 -4.31
H13 0.20 3.35 -3.49
H14 0.55 1.64 -3.68
H15 1.33 2.56 -2.38
C11 0.52 0.50 8.04
C12 0.00 1.48 7.21
C13 -0.06 1.27 5.84
C14 0.40 0.08 5.29
C15 0.90 -0.90 6.12
C16 0.96 -0.69 7.49
As1 0.42 -0.07 3.31
C17 1.74 -1.50 3.22
C18 1.49 -2.85 3.32
C19 2.55 -3.75 3.32
C20 3.85 -3.28 3.15
C21 4.10 -1.93 3.01
C22 3.05 -1.03 3.07
C23 3.17 0.43 3.01
C24 4.35 1.14 2.85
C25 4.33 2.53 2.88
C26 3.14 3.21 3.06
C27 1.95 2.51 3.19
C28 1.95 1.12 3.15
H16 0.58 0.67 9.10
H17 -0.35 2.41 7.63
H18 -0.47 2.04 5.20
H19 1.26 -1.83 5.71
H20 1.36 -1.47 8.13
H21 0.47 -3.22 3.41
H22 2.37 -4.80 3.46
H23 4.67 -3.98 3.12
H24 5.11 -1.58 2.86
H25 5.28 0.62 2.69
H26 5.25 3.08 2.75
H27 3.14 4.29 3.11
H28 1.02 3.04 3.31
Te1 0.80 -1.24 -3.54
C29 1.49 -3.25 -3.41
C30 0.70 -4.29 -2.94
C31 1.20 -5.58 -2.91
C32 2.48 -5.85 -3.34
C33 3.26 -4.82 -3.84
C34 2.76 -3.53 -3.89
H29 -0.30 -4.09 -2.57
H30 0.57 -6.38 -2.56
H31 2.88 -6.85 -3.29
H32 4.26 -5.02 -4.21
H33 3.35 -2.72 -4.29
S1 2.43 -3.10 -0.10
C35 3.62 -2.09 -0.69
N1 4.48 -2.59 -1.63
C36 5.50 -1.88 -2.17
C37 5.74 -0.61 -1.76
C38 4.90 -0.03 -0.78
C39 3.85 -0.76 -0.27
H34 4.25 -3.52 -1.98
H35 6.09 -2.38 -2.92
H36 6.56 -0.04 -2.17
H37 5.08 0.97 -0.44
H38 3.20 -0.34 0.48

The total energy is -122211.3155 eV. As for the energy above the lowest of the compared OMol25 structures with the same formula, charge and spin: 125.1 kJ/mol. The value obtained for the highest occupied orbital energy is -0.242 hartree. As for the LUMO energy: -0.055 eV. The value obtained for the gap between HOMO and LUMO is 0.2396 Eh.



[2]
C25H25CoIN9O4PSe as an isolated structure. Source: the OMol25 dataset; level of theory: the ωB97M-V functional and the def2-TZVPD basis.

Positions of all 67 atoms, in Å:
Co1 -0.71 -0.12 -0.43
O1 0.77 -0.08 3.62
C1 1.17 0.49 2.61
N1 1.98 -0.08 1.71
C2 2.61 0.56 0.60
C3 3.62 1.49 0.85
C4 4.30 2.08 -0.20
C5 3.99 1.72 -1.51
C6 2.99 0.80 -1.75
C7 2.25 0.23 -0.71
N2 1.14 -0.59 -0.96
C8 1.30 -1.63 -1.80
O2 2.36 -2.04 -2.29
C9 0.02 -2.37 -2.11
C10 0.04 -3.48 -2.94
C11 -1.15 -4.15 -3.17
C12 -2.31 -3.70 -2.55
C13 -2.24 -2.58 -1.75
N3 -1.10 -1.93 -1.54
C14 0.66 1.88 2.35
C15 0.85 2.88 3.29
C16 0.25 4.11 3.09
C17 -0.56 4.27 1.97
C18 -0.70 3.21 1.10
N4 -0.08 2.04 1.25
H1 3.87 1.71 1.87
H2 5.09 2.80 0.00
H3 4.54 2.15 -2.33
H4 2.74 0.52 -2.77
H5 0.98 -3.78 -3.37
H6 -1.17 -5.02 -3.82
H7 -3.25 -4.22 -2.69
H8 -3.11 -2.18 -1.24
H9 1.45 2.68 4.17
H10 0.39 4.92 3.80
H11 -1.08 5.20 1.79
H12 -1.36 3.29 0.24
N5 -3.28 -1.38 3.13
C19 -1.83 -1.32 3.48
P1 -1.04 -2.28 2.10
O3 -2.17 -3.22 1.73
O4 -0.50 -1.31 1.11
C20 0.37 -3.21 2.79
N6 1.49 -3.21 1.85
H13 -3.50 -0.61 2.46
H14 -3.91 -1.35 3.93
H15 -3.35 -2.28 2.57
H16 -1.67 -1.79 4.44
H17 -1.48 -0.29 3.50
H18 -0.02 -4.21 3.02
H19 0.68 -2.73 3.71
H20 1.18 -3.39 0.90
H21 2.16 -3.94 2.10
H22 2.04 -1.10 1.78
I1 -3.12 0.63 0.33
Se1 -3.54 0.54 -4.54
N7 -2.67 2.03 -4.93
C21 -1.74 2.17 -4.01
C22 -0.79 3.23 -3.97
C23 0.12 3.20 -2.97
C24 0.10 2.15 -2.00
N8 -0.75 1.17 -1.98
C25 -1.68 1.14 -3.00
N9 -2.56 0.17 -3.12
H23 -0.82 4.01 -4.72
H24 0.88 3.96 -2.87
H25 0.83 2.16 -1.21

The total energy is -168299.2174 eV. The value obtained for the highest occupied orbital energy (alpha / beta) is -0.284 / -0.283 hartree. The spin multiplicity is 2. As for the LUMO energy (alpha / beta): -1.284 / -1.284 eV. The value obtained for the gap between HOMO and LUMO (alpha / beta) is 0.2366 / 0.2355 Eh.



[3]
C34H55Ge3N2O3S2SeW as an isolated structure in a non-equilibrium geometry. Source: the OMol25 dataset; level of theory: the ωB97M-V functional and the def2-TZVPD basis.

Positions of all 101 atoms, in Å:
W1 -0.20 0.29 -0.45
O1 -0.53 1.82 3.78
C1 -1.35 0.84 4.22
C2 -1.57 0.81 5.60
C3 -2.42 -0.13 6.15
C4 -3.06 -1.07 5.34
C5 -2.85 -1.04 3.98
C6 -2.00 -0.09 3.40
C7 -1.81 -0.12 1.95
O2 -0.75 0.53 1.45
N1 -2.57 -0.82 1.18
N2 -2.07 -0.83 -0.14
C8 -2.89 -1.45 -0.92
S1 -2.71 -1.44 -2.64
C9 -4.27 -2.31 -3.00
C10 -4.63 -3.17 -1.80
S2 -4.30 -2.24 -0.27
H1 -0.38 1.70 2.83
H2 -1.06 1.54 6.21
H3 -2.57 -0.15 7.22
H4 -3.72 -1.81 5.78
H5 -3.34 -1.75 3.33
H6 -4.09 -2.94 -3.87
H7 -5.04 -1.58 -3.23
H8 -4.03 -4.08 -1.79
H9 -5.68 -3.44 -1.80
C11 2.57 -0.07 2.88
C12 2.86 0.99 1.83
Ge1 2.41 0.31 0.01
C13 3.24 1.27 -1.53
C14 2.84 0.62 -2.85
C15 3.31 -1.39 -0.17
C16 2.72 -2.38 -0.84
Ge2 0.77 -2.15 -1.00
C17 0.10 -2.86 0.75
C18 0.77 -4.15 1.25
C19 -0.07 -3.12 -2.52
C20 0.72 -4.23 -3.20
C21 3.51 -3.55 -1.28
C22 4.75 -3.33 -1.90
C23 5.55 -4.39 -2.30
C24 5.12 -5.70 -2.09
C25 3.89 -5.93 -1.49
C26 3.09 -4.87 -1.10
H10 2.88 0.25 3.87
H11 3.08 -1.01 2.66
H12 1.50 -0.29 2.94
H13 3.93 1.21 1.79
H14 2.35 1.92 2.09
H15 4.32 1.20 -1.39
H16 2.99 2.33 -1.55
H17 3.13 -0.43 -2.89
H18 3.28 1.13 -3.71
H19 1.75 0.65 -2.99
H20 4.34 -1.50 0.18
H21 -0.98 -3.00 0.67
H22 0.25 -2.08 1.50
H23 0.53 -5.00 0.61
H24 0.42 -4.39 2.26
H25 1.85 -4.05 1.29
H26 -0.33 -2.37 -3.27
H27 -1.03 -3.50 -2.15
H28 1.76 -3.96 -3.37
H29 0.29 -4.47 -4.18
H30 0.72 -5.15 -2.62
H31 5.08 -2.32 -2.08
H32 6.50 -4.20 -2.78
H33 5.74 -6.53 -2.40
H34 3.55 -6.94 -1.32
H35 2.14 -5.07 -0.63
C27 -2.62 6.76 -0.29
Ge3 -1.56 5.45 0.72
C28 -0.30 6.31 1.93
C29 -2.73 4.18 1.66
C30 -0.54 4.39 -0.62
Se1 0.50 3.03 0.32
C31 2.21 3.95 0.26
H36 -3.27 7.32 0.38
H37 -3.24 6.26 -1.03
H38 -1.98 7.47 -0.80
H39 -0.83 6.99 2.60
H40 0.44 6.90 1.38
H41 0.22 5.58 2.55
H42 -2.88 4.49 2.69
H43 -2.29 3.19 1.68
H44 -3.70 4.13 1.18
H45 0.16 4.98 -1.21
H46 -1.23 3.91 -1.29
H47 2.16 4.75 0.99
H48 2.39 4.34 -0.74
H49 2.99 3.25 0.53
C32 -3.40 1.97 -1.27
O3 -1.99 1.80 -1.00
C33 -1.08 1.21 -1.87
C34 -1.12 1.61 -3.30
H50 -3.52 2.84 -1.92
H51 -3.86 2.14 -0.30
H52 -3.81 1.08 -1.75
H53 -2.12 1.48 -3.72
H54 -0.42 1.02 -3.89
H55 -0.85 2.67 -3.40

The total energy is -303655.1544 eV. As for the energy above the lowest of the compared OMol25 structures with the same formula, charge and spin: 0.0 kJ/mol. As for the total charge: +1. The value obtained for the highest occupied orbital energy (alpha / beta) is -0.381 / -0.381 hartree. As for the LUMO energy (alpha / beta): -3.248 / -3.249 eV. The value obtained for the gap between HOMO and LUMO (alpha / beta) is 0.2617 / 0.2617 Eh.